# 1
The following is a DFT calculation (the ωB97M-V functional and the def2-TZVPD basis) of a molecular structure, C21H16Cl2N6O2S5SbTc.

Geometry as XYZ:
```
54
Properties=species:S:1:pos:R:3:forces:R:3:nbo_charge:R:1
S 0.19520 -2.07787 0.96909 -0.100 0.211 0.076 0.279
H 0.78192 -2.74749 -1.80052 -0.059 0.024 -0.022 0.447
Tc 0.15466 0.19997 -0.03669 0.492 -0.174 0.388 0.558
C -2.69077 -0.58565 -0.44508 0.309 0.109 -0.082 0.029
C -4.03966 -0.75654 -0.31688 -0.259 0.041 0.047 -0.161
C -0.24224 -4.69879 -2.02942 0.030 0.107 0.174 -0.227
H -0.75066 -6.34199 -0.64434 0.037 -0.041 0.034 0.241
N 2.36393 0.17172 -0.08809 0.111 -0.111 0.036 -0.393
N 0.27080 -3.48704 -1.34537 0.152 -0.286 0.041 -0.528
N 0.61397 1.42499 -1.46954 0.422 -0.161 0.155 -0.452
O -2.19299 -2.33476 -2.00931 -0.119 -0.052 -0.090 -0.524
C -1.16444 0.71797 -5.12639 0.038 0.138 -0.111 -0.033
H -5.81443 0.07176 0.59694 0.041 0.004 -0.017 0.255
H -2.15650 -5.41845 -1.20644 -0.050 -0.010 -0.024 0.241
C 4.18372 1.66503 -0.53555 0.099 0.092 0.021 -0.165
H 5.23009 -1.14638 1.01982 -0.003 0.013 -0.008 0.255
C 1.84486 2.16703 -1.28070 -0.250 -0.170 -0.091 0.665
N -1.99091 0.37551 0.20750 -0.054 -0.019 0.118 -0.411
C -0.20212 -3.39372 -0.12312 -0.003 -0.037 -0.233 0.367
N -0.95550 -4.41263 0.20330 -0.140 -0.191 -0.056 -0.528
H 4.50014 2.61490 -0.94620 0.000 -0.032 0.001 0.270
H -4.53424 -1.54304 -0.87285 0.004 0.034 0.036 0.260
H 2.80049 -1.56728 0.94073 0.012 -0.026 -0.041 0.216
H -1.94041 -1.02465 -4.18529 0.005 0.005 0.006 0.258
C 5.06841 0.76624 0.04775 0.122 0.047 -0.019 -0.112
C -2.65408 1.22410 0.98057 -0.059 -0.126 -0.100 0.120
H -0.82958 -4.40946 -2.89585 -0.016 0.053 -0.001 0.245
C -0.65765 0.14541 -2.87419 -0.150 -0.136 0.086 0.125
C -1.87811 -1.32271 -1.45400 0.168 0.354 0.012 0.700
H 6.12505 0.99365 0.10228 -0.025 -0.006 -0.001 0.256
C 3.21617 -0.67769 0.48991 -0.131 0.165 -0.013 0.068
Sb -0.75669 0.63833 4.47513 -0.151 -0.083 0.282 1.052
Cl -0.15423 2.94322 -6.32990 -0.036 -0.027 -0.064 0.116
C 0.28979 2.17777 -3.83035 0.033 -0.027 0.224 -0.254
C -4.04407 1.15482 1.11257 0.070 0.150 0.095 -0.186
H 0.87347 3.08168 -3.73874 -0.011 -0.029 0.007 0.277
C 4.57662 -0.42103 0.55554 0.028 -0.048 0.052 -0.208
H 0.58612 -5.32759 -2.34115 0.043 -0.026 0.005 0.238
S -0.21586 -1.90589 4.09098 0.236 0.166 0.382 -0.243
S 0.49608 0.85883 2.04658 -0.066 0.159 -0.651 -0.248
C -0.34331 1.88075 -5.00675 -0.110 -0.102 -0.163 -0.027
Cl -1.94871 0.36239 -6.60304 0.018 0.051 -0.026 0.111
C 0.10408 1.30846 -2.74494 0.150 0.377 0.043 0.201
C -1.10912 -5.35760 -0.92785 0.101 0.215 0.056 -0.228
C -4.74053 0.15149 0.48647 -0.075 -0.161 -0.091 -0.128
H -4.54347 1.88721 1.73214 0.013 -0.031 -0.025 0.264
C -1.33244 -0.13858 -4.07106 0.039 -0.081 0.202 -0.254
H -2.07721 1.97058 1.50600 -0.005 0.002 -0.033 0.239
N -0.66038 -0.58431 -1.69849 -0.590 -0.138 -0.020 -0.529
H -1.37889 -4.51932 1.11438 0.009 0.003 -0.008 0.456
S -2.92385 0.56240 4.11578 0.035 -0.001 -0.006 -0.690
O 2.02318 3.27247 -1.67815 0.037 0.112 -0.058 -0.447
S -1.33632 -2.25336 2.51688 -0.094 -0.195 -0.528 0.085
C 2.85786 1.31508 -0.59143 -0.298 -0.105 0.001 0.082
```
Positions in Å, forces in eV/Å.

Output
E_LUMO = -7.9850 eV
Relative energy (zero: lowest compared OMol25 entry of this formula, charge and spin) = 153.9 kJ/mol
Total charge = +2
Multiplicity = 1

# 2
The following is a DFT calculation (the ωB97M-V functional and the def2-TZVPD basis) of a molecular structure, C21H16Cl3N6O2S2Se2Sr.

Geometry as XYZ:
```
53
Properties=species:S:1:pos:R:3:forces:R:3:nbo_charge:R:1
O 0.22374 -1.83284 -0.11285 -0.086 -0.106 -0.103 -0.987
H -0.65963 -0.94683 -4.02263 -0.012 -0.014 -0.001 0.243
Se 2.46971 3.75733 1.84777 -0.013 0.058 -0.069 0.179
C -2.48559 -3.81287 -4.11920 -0.005 0.025 0.028 0.213
Cl -2.35898 -2.53505 4.22933 0.042 0.027 -0.029 0.092
C -1.82556 -2.65898 -4.56791 -0.013 -0.027 0.002 -0.269
C 5.90582 -0.16607 0.19154 -0.057 0.027 0.024 -0.131
H 6.11981 0.83088 2.09294 -0.001 -0.001 0.001 0.242
N 0.00849 2.54500 2.44239 -0.104 -0.046 -0.081 -0.535
C -1.84694 3.19476 -1.36695 0.201 0.108 -0.098 -0.043
H -3.29528 3.49060 -2.97534 -0.041 -0.006 0.027 0.255
H -1.26242 5.29382 4.82621 0.002 0.002 -0.001 0.236
C -1.68865 3.41166 3.88048 -0.034 0.008 0.029 -0.239
C -0.65713 -2.80277 3.82157 -0.162 -0.358 0.170 -0.227
H -1.50506 4.20217 -1.18233 0.010 -0.004 -0.015 0.219
Cl -0.50142 -4.11857 2.65418 0.013 0.070 0.008 0.105
S -0.41887 -1.07904 -1.17716 -0.592 -1.024 -0.579 2.257
N -1.47323 -0.15772 -0.41880 -0.156 -1.296 0.153 -1.048
H -2.97450 -5.00410 -2.38854 -0.003 -0.004 -0.006 0.219
C -1.17960 -2.14513 -2.32262 0.123 0.120 0.093 -0.363
H -1.77137 1.56604 2.77559 0.001 0.003 0.001 0.209
C -2.76447 2.84732 -2.29463 -0.163 -0.077 0.234 -0.445
C -1.83008 -3.28312 -1.85721 -0.048 -0.057 0.052 -0.163
H 6.93090 -0.50871 0.14944 0.004 0.000 0.004 0.236
H -1.81897 -2.42428 -5.62492 -0.002 -0.002 0.003 0.219
Se 3.52185 1.93552 2.85332 0.038 -0.043 0.090 0.198
H 1.00066 5.45793 3.77747 -0.002 -0.001 0.002 0.243
C -2.47603 -4.11181 -2.74536 0.020 0.036 -0.042 -0.262
C 0.34725 4.62188 3.57363 -0.001 0.024 0.014 -0.250
Cl 0.27559 -3.15535 5.28133 0.001 0.037 -0.040 0.098
C -0.13345 -1.58293 3.21931 0.134 0.223 -0.101 0.312
H -3.23382 -4.36152 -5.95522 -0.017 0.000 0.002 0.397
H -2.66896 3.28940 4.31868 0.003 0.006 -0.002 0.238
C 4.13566 0.98300 1.29338 -0.076 0.072 -0.040 0.037
N -3.10076 -4.64998 -5.00356 0.040 -0.014 0.019 -0.776
H 3.00553 -0.16134 -1.53349 -0.001 -0.006 0.000 0.226
N -1.30220 2.15869 -0.64338 -0.273 -0.021 -0.280 -0.614
Sr 0.58230 0.84471 0.40379 1.854 1.434 2.103 1.784
C 5.02660 -0.43302 -0.84393 0.046 -0.034 -0.062 -0.243
C 5.45819 0.56914 1.27941 0.044 -0.005 -0.005 -0.255
C 0.75400 3.60783 2.72159 0.032 -0.044 -0.025 0.032
S -3.05823 1.15271 -2.20979 0.136 0.052 -0.233 0.436
O 0.52125 -0.20555 -1.89222 -0.015 -0.030 -0.365 -1.038
N 3.28056 0.72345 0.30914 -0.082 -0.187 -0.143 -0.560
C -1.18906 2.44743 3.02146 0.046 0.011 -0.008 0.055
C -1.17758 -1.83156 -3.67617 0.028 0.032 -0.037 -0.166
C -0.90785 4.52120 4.15723 0.017 -0.028 -0.023 -0.138
H -1.81839 -3.51718 -0.80014 -0.002 0.000 -0.009 0.236
C -1.83193 1.00551 -1.00040 -0.839 1.000 -0.579 0.205
H 5.33539 -0.99187 -1.71576 -0.001 0.001 0.007 0.239
H -3.69500 -5.38314 -4.66310 -0.016 0.002 -0.019 0.397
C 3.72764 0.03298 -0.74828 0.008 0.046 0.080 0.048
N 0.28006 -0.62966 2.74073 -0.024 0.017 -0.150 -0.354
```
Positions in Å, forces in eV/Å.

Output
E_LUMO = -2.9353 eV
Relative energy (zero: lowest compared OMol25 entry of this formula, charge and spin) = 54.9 kJ/mol
Total charge = +1
Multiplicity = 1

# 3
The following is a DFT calculation (the ωB97M-V functional and the def2-TZVPD basis) of C21H16F3N3O3 in the gas phase.

Geometry as XYZ:
```
46
Properties=species:S:1:pos:R:3:forces:R:3:nbo_charge:R:1
C 0.45858 1.96495 4.67646 0.416 -0.530 -0.560 0.008
C -0.22570 0.36200 2.69821 0.314 0.471 -2.020 0.093
N -1.53825 -1.50225 2.58379 -0.210 1.246 0.304 -0.196
C -0.68725 -1.94616 -0.33969 0.383 1.285 0.177 -0.177
C -0.41032 0.88938 4.98481 1.236 3.961 3.385 -0.227
C 1.13301 1.34013 -6.38723 0.043 1.966 -1.109 -0.188
O -2.06829 -3.30963 6.90309 0.276 0.596 -0.012 -0.704
H -4.03558 -1.92950 4.04325 0.844 -0.884 0.741 0.485
C 2.25219 1.96538 -5.84111 1.834 -0.578 -0.145 -0.145
C 2.65079 1.46209 -4.59959 -0.995 0.248 1.059 -0.176
H -0.40683 1.15995 -2.35942 0.245 3.012 -1.516 0.223
H -0.50781 0.02390 -6.26366 0.441 0.220 0.564 0.228
H -0.95811 -3.34356 5.13987 -0.094 0.135 0.501 0.166
O -3.46177 -2.52814 4.58994 0.558 1.642 0.031 -0.720
C 1.83701 0.58156 -3.88529 -0.722 -1.524 0.056 -0.280
F 2.42792 3.91407 -7.18186 1.325 0.148 0.351 -0.324
H 0.71245 1.71124 -7.32049 0.451 -0.209 -0.143 0.227
C -0.30185 -0.83702 -2.44376 1.121 -1.204 -0.048 0.295
H 3.43703 1.80042 -3.95395 0.865 0.473 -0.634 0.232
H 0.86955 1.74962 1.43121 0.300 -0.059 0.254 0.203
C 3.21888 2.93061 -6.67426 -2.841 -2.350 1.271 0.989
F 3.75751 2.27888 -7.72919 0.125 0.626 0.582 -0.319
C -1.59942 -1.04840 3.83448 1.630 -0.891 -0.965 0.149
H -0.55922 1.39656 0.04701 -0.601 -0.590 -0.452 0.216
H 0.69758 2.61072 5.47669 0.466 0.765 0.661 0.190
F 4.18656 3.34650 -5.84433 -0.287 0.636 -1.075 -0.310
C -0.62711 0.39868 -0.42655 1.885 1.729 1.071 -0.194
C -1.39163 -2.62262 5.87331 0.514 -0.823 -1.786 -0.074
N 1.05602 2.27290 3.47154 -2.755 -2.203 -0.156 -0.380
C -2.30595 -1.74268 5.02499 -0.499 0.851 -1.274 0.049
H -0.53068 -2.01443 6.21333 -0.684 -0.354 0.407 0.193
C -0.44506 -2.00248 -1.70904 -1.081 -1.210 0.050 -0.246
C -0.61635 -0.70242 0.39627 -1.317 -1.959 -0.587 0.128
O -0.08666 -0.91952 -3.79197 -0.164 -0.066 -0.534 -0.472
C 0.67084 0.03241 -4.41972 0.792 0.945 -1.179 0.311
C 0.58951 1.47804 2.44352 0.719 0.523 1.250 0.010
N -0.78526 -0.59459 1.82924 0.117 -0.356 0.772 -0.207
H -1.03430 -2.85058 0.08394 0.151 -0.721 0.942 0.232
H -2.55337 -0.86089 5.63257 -0.795 -0.344 0.231 0.171
C -0.69103 0.11019 3.96867 -2.832 -3.754 -1.910 -0.121
H -0.88199 0.85242 6.02372 0.842 -0.176 -1.638 0.235
C -0.32852 0.33443 -1.78689 -1.370 -0.989 1.940 -0.280
C 0.36190 0.44077 -5.72587 -1.525 -1.564 0.622 -0.241
H -0.57509 -2.97935 -2.23895 0.328 0.991 0.555 0.234
H 2.09361 0.11265 -2.93316 0.503 0.767 -0.048 0.227
H -2.79749 -3.78624 6.48605 0.047 0.103 0.016 0.484
```
Positions in Å, forces in eV/Å.

Output
E_LUMO = 0.0301 eV
Relative energy (zero: lowest compared OMol25 entry of this formula, charge and spin) = 221.5 kJ/mol
Total charge = 0
Multiplicity = 1